# 1
Here is the molecule C5H12O2 from the OMol25 dataset. Energies are from wB97M-V/def2-TZVPD.

```
19
Properties=species:S:1:pos:R:3:forces:R:3:lowdin_charge:R:1
C -0.510 1.400 -2.151 0.01 0.03 -0.08 -0.10
C -0.837 0.186 -1.283 -0.02 -0.05 0.02 -0.22
C 0.238 -0.029 -0.223 0.05 -0.03 -0.09 -0.38
O 0.354 1.184 0.554 -0.19 0.01 0.00 -0.07
C 0.041 -1.271 0.658 -0.03 0.09 0.05 -0.14
C 0.889 -1.213 1.934 0.09 -0.39 -0.24 -0.27
O 0.479 -0.192 2.813 0.08 0.21 0.03 -0.08
H -1.302 1.615 -2.873 0.08 -0.06 0.08 0.07
H -0.359 2.286 -1.528 -0.06 -0.11 -0.16 0.07
H 0.422 1.233 -2.704 -0.14 0.02 0.04 0.08
H -0.956 -0.714 -1.898 0.09 0.08 0.11 0.12
H -1.800 0.329 -0.767 0.13 -0.02 -0.07 0.12
H 1.217 -0.114 -0.713 -0.10 0.04 0.06 0.15
H -0.543 1.492 0.754 0.16 -0.07 -0.06 0.11
H 0.339 -2.159 0.083 -0.09 0.18 0.02 0.12
H -1.016 -1.404 0.929 0.13 0.12 0.00 0.12
H 1.948 -1.088 1.649 -0.14 -0.02 0.08 0.12
H 0.808 -2.158 2.481 0.01 0.11 -0.10 0.12
H 0.589 0.617 2.285 -0.07 -0.15 0.32 0.06
```
Forces are in eV/Å.

Its SMILES is CC[C@@H](O)CCO. The total energy comes out at -348.17722 Ha. The spin multiplicity is 1. The calculation puts the gap between HOMO and LUMO at 10.78 eV. As for the net charge: 0.

# 2
Here is the molecule CH4INS at a distorted geometry from the OMol25 dataset. Energies are from wB97M-V/def2-TZVPD.

```
8
Properties=species:S:1:pos:R:3:forces:R:3:lowdin_charge:R:1
S 1.090 0.181 1.563 1.74 0.85 1.08 0.71
N 0.908 -0.289 0.012 -2.75 -0.76 -3.67 -0.62
C -0.229 0.361 -0.763 2.23 -1.14 -1.84 -0.71
I -2.156 -0.506 -0.260 0.36 0.29 -0.19 0.68
H -0.053 -0.148 2.071 -1.55 -0.46 0.71 -0.21
H 0.685 -1.283 -0.159 0.99 0.38 0.68 0.05
H -0.035 0.300 -1.949 -0.60 -0.30 2.83 0.10
H -0.210 1.385 -0.514 -0.42 1.14 0.39 0.00
```
Forces are in eV/Å.

Its SMILES is SNCI. The total energy comes out at -791.09317 Ha. The spin multiplicity is 1. The calculation puts the gap between HOMO and LUMO at 9.77 eV. As for the net charge: 0.

# 3
Here is a structure of composition C32H26MoN6O6S2 from the OMol25 dataset. Energies are from wB97M-V/def2-TZVPD.

```
73
Properties=species:S:1:pos:R:3:forces:R:3:lowdin_charge:R:1
Mo 1.776 -2.172 -0.877 -0.32 -0.10 0.19 1.70
C 3.656 -1.633 -4.657 0.04 -0.03 0.00 0.04
C 3.582 -2.067 -3.240 0.07 0.04 0.03 -0.41
O 2.636 -1.575 -2.530 0.02 0.14 -0.04 -0.27
C 4.519 -2.949 -2.669 0.00 0.00 -0.01 0.04
C 4.630 -3.224 -1.329 0.00 0.06 0.01 -0.24
C 5.753 -4.034 -0.793 -0.04 -0.02 0.01 0.01
N 3.697 -2.721 -0.436 0.13 -0.02 -0.10 -0.10
N 4.021 -2.877 0.824 -0.01 0.02 0.15 0.15
C 3.095 -2.312 1.608 0.02 -0.09 -0.02 -0.33
O 2.145 -1.677 0.997 -0.08 -0.03 -0.17 -0.15
C 3.164 -2.369 3.049 0.05 0.05 -0.01 -0.15
C 2.119 -1.839 3.812 0.00 0.01 0.00 0.00
C 2.185 -1.899 5.190 0.01 -0.01 -0.01 -0.04
C 3.288 -2.482 5.804 0.01 0.00 0.02 -0.03
C 4.327 -3.011 5.048 -0.01 0.01 0.00 -0.04
C 4.271 -2.959 3.669 -0.01 -0.02 0.01 0.00
H 3.035 -2.311 -5.253 -0.02 0.01 0.00 0.12
H 4.672 -1.688 -5.040 0.00 0.01 0.00 0.11
H 3.258 -0.627 -4.769 -0.01 0.00 0.00 0.11
H 5.285 -3.342 -3.323 -0.01 0.00 -0.01 0.15
H 6.411 -4.349 -1.598 0.00 -0.01 0.00 0.10
H 5.333 -4.907 -0.289 0.02 -0.01 0.01 0.10
H 6.316 -3.474 -0.047 0.00 0.02 -0.01 0.10
H 1.264 -1.394 3.322 0.00 0.00 -0.01 0.12
H 1.382 -1.497 5.791 -0.01 0.01 -0.01 0.12
H 3.338 -2.526 6.884 0.00 0.00 0.00 0.12
H 5.177 -3.464 5.539 0.01 0.00 -0.01 0.12
H 5.071 -3.371 3.071 0.00 0.00 -0.01 0.12
C -8.418 7.164 0.177 -0.01 0.01 0.00 -0.05
O -7.014 7.379 0.070 0.00 -0.01 0.00 -0.05
C -6.208 6.314 -0.020 0.00 0.04 0.01 -0.27
C -4.839 6.595 -0.123 -0.01 -0.05 -0.01 0.03
C -3.930 5.572 -0.222 -0.05 0.03 0.01 -0.01
C -4.356 4.237 -0.219 0.05 -0.01 0.00 -0.17
C -5.717 3.968 -0.116 -0.05 0.02 0.01 -0.02
C -6.646 4.989 -0.016 0.04 -0.01 -0.01 0.00
C -3.358 3.185 -0.327 -0.09 -0.01 -0.07 -0.23
N -2.061 3.378 -0.474 0.06 0.00 0.04 0.20
C -1.516 2.136 -0.532 -0.07 -0.02 0.00 -0.17
C -2.487 1.152 -0.425 0.02 -0.04 -0.03 -0.11
N -3.663 1.844 -0.298 0.05 0.06 0.03 0.20
C -2.190 -0.239 -0.446 0.05 0.05 -0.02 -0.05
C -3.103 -1.303 -0.320 0.01 -0.06 0.01 0.06
C -2.644 -2.596 -0.338 0.02 0.02 -0.01 0.01
C -1.279 -2.848 -0.482 -0.05 0.03 0.00 -0.07
N -0.397 -1.863 -0.620 0.21 -0.10 0.09 -0.02
C -0.836 -0.576 -0.600 0.03 0.10 -0.01 -0.12
C 0.173 0.430 -0.726 -0.11 -0.06 0.06 -0.13
N 1.445 -0.010 -0.865 0.05 -0.18 -0.16 -0.03
C 2.436 0.869 -0.936 -0.03 0.06 0.01 -0.08
C 2.207 2.244 -0.888 0.01 -0.05 0.00 0.00
C 0.919 2.711 -0.766 0.00 -0.01 -0.01 0.07
C -0.139 1.792 -0.679 0.03 -0.01 0.00 -0.04
H -8.864 8.150 0.237 0.00 0.00 0.00 0.10
H -8.657 6.599 1.080 0.00 0.00 0.00 0.10
H -8.799 6.644 -0.704 0.00 0.00 0.01 0.10
H -4.525 7.629 -0.123 -0.01 0.01 0.00 0.13
H -2.875 5.793 -0.302 0.01 -0.02 0.00 0.12
H -6.098 2.953 -0.115 0.04 -0.02 0.00 0.11
H -7.695 4.746 0.062 -0.01 0.02 0.00 0.11
H -4.589 1.467 -0.192 0.00 -0.02 0.01 0.16
H -4.161 -1.107 -0.203 0.00 0.01 0.00 0.13
H -3.320 -3.433 -0.235 -0.01 0.00 0.00 0.13
H -0.902 -3.861 -0.475 -0.03 0.00 0.00 0.09
H 3.439 0.472 -1.031 -0.01 0.00 -0.01 0.13
H 3.048 2.919 -0.947 0.00 0.01 0.00 0.13
H 0.701 3.770 -0.729 -0.01 0.00 0.00 0.14
O 1.396 -3.841 0.232 0.03 -0.20 -0.09 -0.53
S 1.504 -5.120 -0.660 -0.09 0.36 0.21 0.26
O 2.811 -5.677 -0.559 0.02 -0.04 -0.02 -0.28
O 0.339 -5.914 -0.517 -0.03 -0.01 -0.03 -0.26
S 1.463 -3.964 -2.388 0.03 0.08 -0.03 0.63
```
Forces are in eV/Å.

The total energy comes out at -2879.17206 Ha. The spin multiplicity is 1. The calculation puts the gap between HOMO and LUMO (spin up / spin down) at 3.78 / 3.78 eV. As for the net charge: +2.

# 4
Here is a structure of composition C45H52BrN10O5Pr at a distorted geometry from the OMol25 dataset. Energies are from wB97M-V/def2-TZVPD.

```
114
Properties=species:S:1:pos:R:3:forces:R:3:lowdin_charge:R:1
Pr -0.377 -0.732 0.178 -0.46 1.42 0.36 1.20
C -2.925 -3.876 -1.860 0.21 0.05 0.13 0.00
C -1.737 -3.718 -0.910 0.26 -0.27 -0.46 -0.48
C -1.499 -4.992 -0.102 -0.06 0.35 -0.13 0.00
O -1.998 -2.633 -0.007 0.04 -0.47 -0.52 -0.12
C -0.435 -3.412 -1.755 -1.00 -0.75 0.27 -0.59
O -0.046 -4.299 -2.509 0.18 -0.15 -0.20 0.03
O 0.074 -2.279 -1.560 0.48 0.33 -0.06 -0.12
H -3.824 -4.159 -1.309 0.02 0.04 0.07 0.08
H -2.704 -4.638 -2.602 0.05 -0.07 -0.07 0.09
H -3.106 -2.932 -2.373 -0.05 0.07 -0.07 0.10
H -2.427 -5.359 0.339 -0.06 0.04 0.09 0.08
H -0.776 -4.797 0.687 0.04 -0.02 0.15 0.07
H -1.092 -5.747 -0.772 -0.01 -0.02 -0.02 0.09
H -2.177 -1.862 -0.592 -1.13 -0.24 -0.31 0.04
Br 2.095 9.065 -0.083 0.08 0.02 0.06 0.57
C 0.592 8.109 -0.795 0.43 0.04 0.04 -0.74
C -0.659 8.715 -0.798 -0.01 0.06 0.08 -0.19
C -1.726 8.037 -1.322 -0.04 0.11 0.21 -0.08
C -1.603 6.718 -1.850 0.05 -0.32 -0.64 -0.38
C -0.292 6.148 -1.832 -0.26 -0.41 -0.01 -0.05
C 0.775 6.836 -1.317 0.21 0.38 0.24 -0.18
N -2.676 6.200 -2.431 -0.79 1.40 1.11 -0.05
N -2.828 5.004 -2.934 0.28 -1.23 -1.16 -0.01
C -2.510 3.813 -2.443 0.06 0.77 0.06 -0.29
C -2.687 2.744 -3.366 -0.13 -0.97 -0.42 -0.09
C -2.448 1.433 -3.055 -0.11 0.31 -0.21 -0.06
C -1.985 1.045 -1.779 -0.29 2.42 0.52 -0.38
O -1.780 -0.231 -1.456 0.54 -1.43 0.73 -0.28
C -1.778 2.065 -0.823 -0.28 -1.28 -1.15 -0.18
N -1.281 1.657 0.408 0.40 -0.62 -0.40 -0.05
C -1.273 2.561 1.387 -0.30 0.65 0.53 -0.19
C -1.712 3.860 1.245 0.21 -0.69 0.83 -0.09
C -2.103 4.310 -0.019 -0.10 0.09 -0.75 -0.04
C -2.108 3.438 -1.097 0.08 0.45 0.50 -0.09
H -0.785 9.709 -0.385 0.01 0.00 -0.02 0.08
H -2.707 8.493 -1.329 -0.09 -0.01 -0.07 0.08
H -0.143 5.159 -2.241 -0.05 -0.07 0.01 0.09
H 1.759 6.389 -1.296 0.08 -0.04 -0.04 0.07
H -3.004 3.016 -4.364 -0.06 0.05 -0.01 0.08
H -2.599 0.659 -3.798 0.00 -0.06 -0.07 0.09
H -0.928 2.201 2.353 0.07 0.03 0.07 0.10
H -1.727 4.528 2.094 0.12 0.00 0.07 0.08
H -2.435 5.329 -0.139 0.08 0.01 -0.10 0.09
N 0.714 -1.039 3.351 0.26 -0.10 -0.11 0.14
C 0.981 -0.219 2.554 0.77 0.26 0.82 -0.47
C 2.468 -2.629 -3.926 0.22 0.07 0.14 -0.05
C 3.698 -1.784 -3.611 -0.66 0.33 -0.17 -0.20
N 4.813 -2.495 -3.005 -0.12 -0.71 0.82 -0.06
C 5.948 -2.717 -3.877 0.53 -0.20 -0.07 -0.22
C 5.695 -3.789 -4.940 -0.02 0.19 0.24 -0.08
C 4.728 -3.344 -1.909 1.83 0.06 -1.60 -0.39
O 5.619 -4.191 -1.735 -0.82 0.47 0.19 0.03
C 3.632 -3.231 -0.957 -1.55 -0.87 1.96 -0.08
C 3.276 -4.409 -0.236 0.52 1.23 -1.13 0.03
C 2.273 -4.342 0.694 -0.65 0.15 0.47 -0.03
C 1.607 -3.140 0.917 1.05 0.77 -0.60 -0.09
N 1.965 -1.987 0.285 -0.14 -1.86 0.90 0.02
C 2.952 -2.063 -0.591 0.76 0.03 -0.50 -0.06
H 1.765 -2.036 -4.507 -0.11 0.04 0.00 0.09
H 1.955 -2.948 -3.026 -0.14 -0.07 -0.03 0.04
H 2.736 -3.511 -4.500 0.06 -0.14 -0.11 0.07
H 3.397 -0.942 -2.982 0.06 0.05 -0.17 0.10
H 4.080 -1.362 -4.546 0.02 0.05 0.21 0.12
H 6.772 -3.045 -3.238 -0.02 0.16 -0.20 0.11
H 6.215 -1.765 -4.353 -0.07 -0.12 0.15 0.12
H 5.394 -4.709 -4.446 -0.03 -0.13 -0.01 0.07
H 6.602 -3.979 -5.510 0.08 0.00 -0.07 0.07
H 4.909 -3.487 -5.629 -0.07 0.02 -0.08 0.06
H 3.803 -5.326 -0.451 0.04 -0.05 -0.01 0.12
H 1.985 -5.220 1.256 -0.04 -0.02 0.00 0.11
H 0.821 -3.059 1.661 -0.06 -0.06 -0.12 0.09
H 3.275 -1.117 -1.010 -0.13 -0.01 -0.08 0.11
C 1.561 2.047 4.085 0.01 0.00 -0.09 -0.05
C 1.891 2.610 2.734 -0.03 -0.21 -0.08 -0.22
C 2.324 3.921 2.629 0.07 0.06 -0.11 -0.07
C 2.590 4.494 1.400 0.05 0.04 -0.01 -0.08
C 2.421 3.737 0.255 0.03 0.07 0.02 -0.05
C 1.990 2.425 0.313 -0.08 -0.33 0.26 -0.19
C 1.789 1.639 -0.953 -0.22 0.00 0.14 -0.01
C 1.717 1.840 1.567 0.39 1.11 0.06 -0.21
N 1.264 0.539 1.573 -0.20 -0.24 -0.26 -0.01
H 1.747 2.791 4.860 0.00 -0.01 0.01 0.07
H 2.149 1.154 4.299 -0.04 0.01 0.13 0.07
H 0.508 1.762 4.123 -0.02 -0.05 0.15 0.07
H 2.437 4.504 3.532 0.01 0.06 0.09 0.10
H 2.916 5.520 1.333 -0.02 0.14 -0.03 0.09
H 2.610 4.182 -0.711 0.01 0.04 -0.14 0.10
H 2.325 2.112 -1.776 -0.03 -0.11 -0.06 0.09
H 0.722 1.616 -1.227 0.12 0.02 -0.05 0.08
H 2.146 0.610 -0.828 0.01 0.08 -0.08 0.05
C -2.924 -4.285 4.000 0.14 0.19 0.19 -0.16
C -1.497 -3.756 3.997 -0.10 -0.14 0.04 -0.20
N -1.417 -2.630 3.100 0.53 -0.37 0.10 0.05
C -2.471 -1.789 2.903 -0.07 0.40 -0.59 -0.36
N -2.327 -0.854 2.017 0.00 0.09 0.25 0.02
C -3.512 -0.036 1.795 0.02 0.30 0.20 -0.19
C -4.111 0.348 3.146 -0.08 -0.27 -0.16 -0.15
C -4.595 -0.936 3.801 -0.27 0.38 0.00 -0.18
N -3.641 -2.005 3.597 0.06 -0.16 0.00 -0.04
C -3.827 -3.149 4.455 0.06 -0.29 -0.01 -0.18
H -3.028 -5.145 4.662 0.02 0.00 0.01 0.11
H -3.193 -4.584 2.986 -0.04 -0.05 -0.05 0.11
H -0.802 -4.522 3.633 -0.03 0.00 0.13 0.11
H -1.198 -3.486 5.022 -0.01 -0.08 -0.04 0.12
H -0.514 -2.098 3.155 -0.61 -0.24 0.02 0.03
H -4.251 -0.607 1.211 0.02 0.07 -0.02 0.13
H -3.225 0.851 1.228 -0.09 -0.20 0.01 0.10
H -4.935 1.054 3.047 -0.01 0.03 0.00 0.11
H -3.322 0.808 3.744 -0.04 0.07 0.01 0.12
H -5.567 -1.236 3.379 0.09 0.05 0.07 0.12
H -4.737 -0.797 4.884 0.00 -0.02 -0.09 0.12
H -4.884 -3.447 4.403 0.13 0.07 0.03 0.12
H -3.607 -2.897 5.508 -0.06 -0.02 -0.12 0.12
```
Forces are in eV/Å.

Its expectation value of S² is 2.246. The total energy comes out at -5760.92041 Ha. The spin multiplicity is 3. The calculation puts the gap between HOMO and LUMO (spin up / spin down) at 2.86 / 2.68 eV. As for the net charge: -2.